7 unconnected molecules or ions with the total composition C36H59BFNO26S in a non-equilibrium geometry. Source: OMol25; level of theory: wB97M-V/def2-TZVPD.

Atoms and positions in Å:
C1 0.842 0.952 1.056
C2 0.559 -0.062 -0.179
F1 1.851 -0.452 -0.695
C3 -0.441 0.541 -1.265
C4 0.033 1.638 -2.316
C5 1.503 2.220 -2.127
C6 1.617 3.838 -2.362
C7 0.986 4.301 -3.760
O1 1.675 4.389 -4.788
O2 -0.410 4.647 -3.713
O3 -1.376 1.318 -0.403
S1 -2.447 0.175 0.250
O4 -2.087 -0.448 1.569
O5 -3.873 0.601 0.440
O6 -2.129 -1.104 -0.824
C8 -1.498 -0.450 -2.000
C9 -0.943 -1.404 -3.168
C10 0.432 -2.152 -2.819
C11 1.614 -1.400 -3.590
C12 3.076 -1.986 -3.319
O7 3.183 -3.418 -3.405
B1 -2.814 0.214 -2.709
N1 -3.101 1.664 -2.876
O8 -3.823 -0.735 -3.179
H1 1.872 0.740 1.515
H2 0.044 0.898 1.860
H3 0.843 2.034 0.667
H4 0.137 -1.007 0.327
H5 -0.075 1.216 -3.381
H6 -0.721 2.505 -2.272
H7 2.001 2.010 -1.132
H8 2.195 1.764 -2.929
H9 1.208 4.408 -1.462
H10 2.748 4.050 -2.375
H11 -0.508 4.991 -2.792
H12 -1.727 -2.225 -3.359
H13 -0.813 -0.860 -4.170
H14 0.615 -2.332 -1.712
H15 0.359 -3.198 -3.298
H16 1.366 -1.483 -4.715
H17 1.672 -0.272 -3.386
H18 3.451 -1.537 -2.339
H19 3.762 -1.561 -4.142
H20 2.979 -3.774 -2.516
H21 -3.763 1.729 -3.673
H22 -3.518 2.092 -2.037
H23 -4.653 -0.442 -2.735
C13 6.183 1.605 -0.580
C14 5.620 2.986 -0.303
C15 5.978 3.525 1.049
O9 4.900 4.412 1.318
C16 3.824 3.937 0.635
O10 2.694 4.323 0.790
O11 4.192 2.961 -0.248
H24 6.297 1.459 -1.657
H25 7.168 1.474 -0.127
H26 5.514 0.818 -0.224
H27 5.913 3.681 -1.097
H28 6.928 4.064 1.038
H29 6.008 2.761 1.832
C17 -7.975 4.142 -3.044
C18 -7.095 3.954 -4.264
C19 -7.828 3.438 -5.468
O12 -6.799 2.765 -6.185
C20 -5.886 2.359 -5.263
O13 -4.990 1.595 -5.487
O14 -6.121 2.933 -4.049
H30 -7.545 4.905 -2.389
H31 -8.979 4.475 -3.319
H32 -8.048 3.225 -2.454
H33 -6.562 4.883 -4.494
H34 -8.253 4.244 -6.068
H35 -8.615 2.718 -5.225
C21 0.740 -3.380 1.979
C22 1.874 -4.228 1.435
C23 2.970 -4.483 2.428
O15 4.102 -4.682 1.587
C24 3.866 -3.978 0.447
O16 4.686 -3.757 -0.397
O17 2.572 -3.552 0.389
H36 -0.182 -3.597 1.433
H37 0.552 -3.589 3.034
H38 0.938 -2.313 1.852
H39 1.483 -5.166 1.026
H40 2.778 -5.372 3.033
H41 3.168 -3.635 3.089
C25 2.007 2.895 7.182
C26 2.301 2.219 5.858
C27 1.169 2.289 4.876
O18 1.390 1.132 4.075
C28 2.037 0.232 4.864
O19 2.207 -0.920 4.581
O20 2.468 0.810 6.020
H42 2.940 3.214 7.651
H43 1.385 3.785 7.052
H44 1.519 2.215 7.883
H45 3.225 2.619 5.426
H46 1.209 3.194 4.266
H47 0.181 2.211 5.339
C29 -5.420 -3.389 -3.947
C30 -5.107 -4.088 -5.255
C31 -6.229 -4.041 -6.251
O21 -5.994 -5.210 -7.028
C32 -5.352 -6.094 -6.216
O22 -5.175 -7.248 -6.476
O23 -4.936 -5.493 -5.065
H48 -4.494 -3.056 -3.474
H49 -6.044 -2.505 -4.101
H50 -5.914 -4.059 -3.239
H51 -4.181 -3.692 -5.684
H52 -6.186 -3.147 -6.877
H53 -7.221 -4.115 -5.797
C33 2.230 -3.277 9.282
C34 3.100 -2.049 9.099
C35 4.065 -1.816 10.225
O24 4.257 -0.406 10.173
C36 3.120 0.120 9.641
O25 2.853 1.287 9.631
O26 2.322 -0.854 9.121
H54 1.907 -3.653 8.307
H55 2.773 -4.085 9.780
H56 1.324 -3.049 9.848
H57 3.620 -2.093 8.136
H58 5.010 -2.340 10.073
H59 3.662 -2.079 11.208

- LUMO: 0.2 eV
- SMILES: C[C@H](F)[C@]1(CCCC(=O)O)OS(=O)(=O)O[C@@]1(CCCCO)B(N)O.C[C@@H]1COC(=O)O1.C[C@@H]1COC(=O)O1.C[C@@H]1COC(=O)O1.C[C@@H]1COC(=O)O1.C[C@@H]1COC(=O)O1.C[C@@H]1COC(=O)O1

Mulliken atomic charge list, values in e, 99 entries: atom 1 (C): -1.130, atom 2 (C): 0.072, atom 3 (F): -0.289, atom 4 (C): 2.609, atom 5 (C): -0.900, atom 6 (C): -0.254, atom 7 (C): -0.410, atom 8 (C): 0.408, atom 9 (O): -0.577, atom 10 (O): -0.490, atom 11 (O): -0.587, atom 12 (S): 1.311, atom 13 (O): -0.662, atom 14 (O): -0.691, atom 15 (O): -0.641, atom 16 (C): 0.554, atom 17 (C): -0.794, atom 18 (C): 0.108, atom 19 (C): 0.036, atom 20 (C): -0.662, atom 21 (O): -0.565, atom 22 (B): -0.189, atom 23 (N): -0.323, atom 24 (O): -0.271, atom 25 (H): 0.238, atom 26 (H): 0.348, atom 27 (H): 0.204, atom 28 (H): -0.104, atom 29 (H): 0.118, atom 30 (H): 0.329, atom 31 (H): -0.211, atom 32 (H): 0.389, atom 33 (H): 0.322, atom 34 (H): 0.186, atom 35 (H): 0.372, atom 36 (H): 0.171, atom 37 (H): 0.398, atom 38 (H): -0.352, atom 39 (H): 0.459, atom 40 (H): 0.507, atom 41 (H): -0.416, atom 42 (H): 0.171, atom 43 (H): 0.357, atom 44 (H): 0.310, atom 45 (H): 0.102, atom 46 (H): 0.241, atom 47 (H): 0.224, atom 48 (C): -1.368, atom 49 (C): 0.451, atom 50 (C): -0.554, atom 51 (O): -0.364, atom 52 (C): 0.488, atom 53 (O): -0.505, atom 54 (O): -0.149, atom 55 (H): 0.354, atom 56 (H): 0.392, atom 57 (H): 0.328, atom 58 (H): 0.259, atom 59 (H): 0.347, atom 60 (H): 0.311, atom 61 (C): -1.351, atom 62 (C): 0.455, atom 63 (C): -0.597, atom 64 (O): -0.354, atom 65 (C): 0.600, atom 66 (O): -0.499, atom 67 (O): -0.277, atom 68 (H): 0.345, atom 69 (H): 0.362, atom 70 (H): 0.348, atom 71 (H): 0.267, atom 72 (H): 0.325, atom 73 (H): 0.315, atom 74 (C): -1.113, atom 75 (C): 0.505, atom 76 (C): -0.450, atom 77 (O): -0.375, atom 78 (C): 0.465, atom 79 (O): -0.529, atom 80 (O): -0.080, atom 81 (H): 0.344, atom 82 (H): 0.435, atom 83 (H): 0.105, atom 84 (H): 0.216, atom 85 (H): 0.335, atom 86 (H): 0.251, atom 87 (C): -1.447, atom 88 (C): 0.588, atom 89 (C): -0.648, atom 90 (O): -0.169, atom 91 (C): 0.482, atom 92 (O): -0.567, atom 93 (O): -0.268, atom 94 (H): 0.356, atom 95 (H): 0.397, atom 96 (H): 0.324, atom 97 (H): 0.203, atom 98 (H): 0.391, atom 99 (H): 0.312



C22H24N2O2S3 in the gas phase. Source: OMol25; level of theory: wB97M-V/def2-TZVPD.

Atoms and positions in Å:
O1 1.720 2.207 0.007
C1 1.054 1.555 -0.779
N1 1.508 1.022 -1.915
C2 2.916 0.995 -2.267
C3 3.074 1.213 -3.769
C4 2.389 0.108 -4.586
C5 2.487 -1.263 -3.901
C6 3.710 -1.323 -2.994
C7 3.566 -0.336 -1.833
C8 -0.417 1.202 -0.488
C9 -1.079 2.209 0.380
C10 -2.419 2.435 0.488
C11 -2.732 3.447 1.419
C12 -1.621 3.971 1.995
S1 -0.170 3.261 1.408
N2 -0.371 -0.137 0.130
C13 -0.047 -0.182 1.540
C14 -1.223 0.125 2.414
C15 -1.249 0.897 3.533
C16 -2.533 0.984 4.117
C17 -3.465 0.278 3.433
S2 -2.795 -0.518 2.065
C18 -0.335 -1.194 -0.714
O2 -0.382 -1.041 -1.933
C19 -0.198 -2.550 -0.163
C20 -0.790 -3.197 0.886
C21 -0.414 -4.551 0.973
C22 0.454 -4.916 -0.009
S3 0.812 -3.625 -1.076
H1 0.899 0.387 -2.420
H2 3.373 1.824 -1.716
H3 2.660 2.185 -4.043
H4 4.141 1.235 -3.991
H5 1.340 0.359 -4.747
H6 2.863 0.066 -5.568
H7 1.594 -1.459 -3.305
H8 2.545 -2.048 -4.656
H9 3.831 -2.332 -2.596
H10 4.602 -1.088 -3.577
H11 4.546 -0.138 -1.398
H12 2.947 -0.781 -1.051
H13 -0.975 1.088 -1.424
H14 -3.155 1.887 -0.073
H15 -3.735 3.760 1.643
H16 -1.566 4.755 2.725
H17 0.356 -1.173 1.773
H18 0.735 0.561 1.741
H19 -0.381 1.397 3.923
H20 -2.747 1.556 5.002
H21 -4.510 0.169 3.640
H22 -1.496 -2.735 1.553
H23 -0.774 -5.221 1.733
H24 0.906 -5.875 -0.171

- LUMO: 0.5 eV
- SMILES: O=C(NC1CCCCC1)[C@H](c1cccs1)N(Cc1cccs1)C(=O)c1cccs1
- ΔE to the lowest compared entry with this formula, charge and spin: 2.94 kJ/mol

For each atom in turn, the natural (NBO) charge in e is: atom 1 (O): -0.642, atom 2 (C): 0.687, atom 3 (N): -0.627, atom 4 (C): -0.049, atom 5 (C): -0.408, atom 6 (C): -0.411, atom 7 (C): -0.418, atom 8 (C): -0.402, atom 9 (C): -0.410, atom 10 (C): -0.172, atom 11 (C): -0.232, atom 12 (C): -0.232, atom 13 (C): -0.264, atom 14 (C): -0.424, atom 15 (S): 0.506, atom 16 (N): -0.404, atom 17 (C): -0.276, atom 18 (C): -0.189, atom 19 (C): -0.250, atom 20 (C): -0.247, atom 21 (C): -0.411, atom 22 (S): 0.411, atom 23 (C): 0.662, atom 24 (O): -0.661, atom 25 (C): -0.313, atom 26 (C): -0.228, atom 27 (C): -0.261, atom 28 (C): -0.397, atom 29 (S): 0.493, atom 30 (H): 0.436, atom 31 (H): 0.233, atom 32 (H): 0.218, atom 33 (H): 0.205, atom 34 (H): 0.205, atom 35 (H): 0.210, atom 36 (H): 0.213, atom 37 (H): 0.212, atom 38 (H): 0.212, atom 39 (H): 0.193, atom 40 (H): 0.214, atom 41 (H): 0.204, atom 42 (H): 0.258, atom 43 (H): 0.224, atom 44 (H): 0.222, atom 45 (H): 0.231, atom 46 (H): 0.243, atom 47 (H): 0.241, atom 48 (H): 0.230, atom 49 (H): 0.225, atom 50 (H): 0.235, atom 51 (H): 0.236, atom 52 (H): 0.229, atom 53 (H): 0.239



The calculation returns the following orbital gap values, one per record and in order: 9.8486 8.8041 eV.
The calculation returns the following molar mass values, one per record and in order: 983.73 444.65 u.